Entry 1:
10
Properties=species:S:1:pos:R:3:forces:R:3 method="wB97M-V/def2-TZVPD" molar_mass_g_mol=84.1 e_lumo_ha=-0.0269 fmax_ev_per_a=0.92 e_tot_ha=-305.17557 homo_ev=-9.23 smiles="C=C=C=O.C=O" spin_multiplicity=1
C 1.222 -0.020 1.211 -0.0005 -0.0198 -0.1139
C 1.391 -0.313 -0.068 -0.1217 -0.0572 0.0556
C 0.821 -0.578 -1.206 -0.0078 -0.2268 -0.5962
O 0.488 -0.874 -2.293 0.3582 0.2652 0.8000
H 0.221 0.187 1.597 0.2482 -0.0239 0.0478
H 2.044 0.028 1.921 0.0182 -0.0227 -0.1915
C -1.541 0.391 -0.298 -0.1884 -0.0338 0.3181
O -1.643 0.243 0.896 -0.2432 0.1498 -0.5177
H -1.204 1.347 -0.746 -0.0349 -0.0706 0.0959
H -1.798 -0.410 -1.013 -0.0280 0.0399 0.1019

---

Entry 2:
53
Properties=species:S:1:pos:R:3:forces:R:3 method="wB97M-V/def2-TZVPD" molar_mass_g_mol=521.7 e_lumo_ha="0.0143 / -0.0400" fmax_ev_per_a=2.07 e_tot_ha=-7817.13546 homo_ev="-8.22 / -8.15" s_squared=0.754 spin_multiplicity=2
Cu 0.947 0.326 0.179 0.0805 0.8117 -0.1749
Br 0.501 0.241 2.777 0.1383 -0.1565 -0.5993
Br 1.578 0.831 -2.423 -0.3865 -0.3455 1.0019
C 3.753 1.906 1.405 -0.2267 1.7210 0.8328
O 2.680 1.912 0.824 0.1121 -0.4125 -0.3422
N 4.824 2.634 0.922 -0.1523 -0.4135 -0.6275
N 3.929 1.438 2.674 0.1594 -0.6382 0.0626
H 4.577 3.219 0.141 0.0708 -0.1137 -0.0453
H 5.529 3.002 1.530 0.0082 -0.0532 0.2432
H 4.858 1.310 3.029 0.1032 -0.0103 -0.0185
H 3.207 0.875 3.099 -0.2382 0.0822 -0.2873
C 3.339 -1.813 0.879 -1.6780 -0.2554 0.2673
O 2.702 -0.938 0.288 0.5185 0.1443 -0.0471
N 4.265 -2.577 0.238 0.4156 -0.0493 0.0899
N 3.021 -2.199 2.153 0.7751 0.1416 -1.0648
H 4.734 -3.322 0.718 0.0856 0.0393 0.1036
H 4.708 -2.245 -0.599 -0.2784 0.2053 -0.1006
H 3.584 -2.925 2.549 -0.2131 0.0035 0.5927
H 2.308 -1.682 2.648 -0.1167 -0.0239 0.0772
C 0.668 -2.847 -1.415 0.9009 -0.3230 -1.8327
C -0.610 -2.037 -1.404 -0.4631 -0.6167 1.2017
C -1.828 -2.986 -1.441 0.6767 0.0158 0.6702
O -3.024 -2.243 -1.288 0.1193 -0.3195 -0.7864
C -3.855 -2.208 -2.443 -0.7981 0.8686 0.9631
N -0.722 -1.229 -0.139 -1.1972 -0.4030 -0.6611
H 0.782 -3.735 -0.788 -0.6046 0.3786 0.6544
H 1.581 -2.255 -1.345 -0.2643 0.2754 0.3254
H 0.775 -3.296 -2.415 -0.1788 0.1341 -0.0495
H -0.706 -1.301 -2.202 0.5178 -0.2064 -0.2560
H -1.747 -3.640 -0.562 -0.0095 0.0300 0.0648
H -1.793 -3.678 -2.286 -0.3101 0.3622 -0.3467
H -4.553 -1.393 -2.228 0.0080 -0.0092 -0.2017
H -4.478 -3.101 -2.500 0.3290 -0.2801 -0.3574
H -3.345 -1.942 -3.368 0.2608 -0.3486 -0.0294
H -1.034 -1.898 0.574 1.0038 0.1098 0.3836
H -1.660 -0.829 -0.282 0.4812 0.7111 0.0893
C -1.888 3.667 0.995 -0.2314 0.9195 0.0165
C -1.532 2.331 0.362 -0.8013 0.8044 -0.3641
C -2.401 2.103 -0.892 0.5294 -0.3702 0.5487
O -3.764 2.316 -0.632 0.0175 0.0115 -0.3645
C -4.392 1.329 0.151 -0.9617 0.2662 0.2752
N -0.107 2.301 0.006 0.7252 -0.1544 0.5646
H -2.892 3.717 1.419 0.0127 -0.3427 -0.0232
H -1.865 4.484 0.263 0.1227 -0.1519 -0.1421
H -1.198 3.963 1.790 0.0746 -0.3102 0.0380
H -1.777 1.567 1.101 0.4920 -0.2487 -0.0594
H -2.222 1.085 -1.257 -0.0253 -0.0458 -0.1953
H -2.088 2.799 -1.670 -0.1354 0.0965 -0.0744
H -5.227 0.857 -0.381 0.3554 -0.1382 -0.4109
H -4.912 1.839 0.969 0.4034 -0.1295 0.3093
H -3.723 0.556 0.530 0.0827 0.0510 0.0240
H 0.140 2.744 -0.881 -0.5867 -0.6227 -0.3816
H 0.353 2.965 0.629 0.2768 -0.6909 0.4439

---

Entry 3:
9
Properties=species:S:1:pos:R:3:forces:R:3 method="wB97M-V/def2-TZVPD" molar_mass_g_mol=90.3 e_lumo_ha=-0.0545 fmax_ev_per_a=2.96 e_tot_ha=-871.92000 homo_ev=-8.69 spin_multiplicity=1
Si -0.769 0.490 2.270 0.4041 0.3224 1.5832
Si 1.192 -0.239 -0.888 0.4029 -0.7032 2.8423
Si -0.884 0.393 0.056 1.1952 -1.0362 -0.9430
H -1.716 -0.588 2.665 -0.2521 -0.3620 -0.0471
H 1.601 0.346 -2.127 0.2630 0.5315 -0.6797
H 0.910 -1.685 -1.087 0.3055 0.0334 -0.1066
H 2.254 -0.111 0.302 -0.7716 -0.1114 -1.5002
H -1.632 -0.344 -0.893 -1.2701 -0.7705 -0.6365
H -0.955 1.738 -0.299 -0.2768 2.0961 -0.5124

---

Entry 4:
54
Properties=species:S:1:pos:R:3:forces:R:3 method="wB97M-V/def2-TZVPD" molar_mass_g_mol=392.4 e_lumo_ha="-0.0800 / -0.3033" fmax_ev_per_a=7.19 e_tot_ha=-1467.06609 homo_ev="-11.16 / -11.16" s_squared=0.759 spin_multiplicity=2 total_charge=+1
C -0.397 -0.427 0.141 -0.0196 -0.9915 -1.5175
O -1.195 0.641 -0.232 -0.8980 1.9263 0.7371
H 0.316 -0.532 -0.676 0.7862 -0.4825 0.5002
H 0.084 -0.289 1.109 -0.1180 0.1137 -0.0980
H -1.010 -1.328 0.117 0.2301 -0.3986 0.5382
H -1.562 0.510 -1.110 0.0441 -0.2103 -0.2393
C -0.583 -4.605 -0.864 -6.5923 -1.5116 -0.6359
O 0.430 -4.047 -0.846 5.4595 2.7949 -0.0194
N -1.726 -4.157 -1.464 -0.0641 2.3184 -1.6410
N -0.944 -5.699 -0.219 0.9692 -2.3117 1.6451
H -1.632 -3.253 -1.906 -0.3884 -0.1654 -0.1531
H -2.612 -4.636 -1.533 0.4310 0.1681 0.0949
H -0.170 -6.238 0.142 -0.5741 -0.6113 0.0211
H -1.841 -6.065 -0.503 0.6370 -0.7378 0.6323
C 3.331 2.521 2.185 0.5713 -0.3894 1.2983
O 2.607 3.352 2.697 -0.7264 1.7943 0.3065
N 4.650 2.488 2.066 1.6385 1.4446 -0.3096
N 2.901 1.315 1.889 -2.4346 -2.3155 -1.0842
H 5.214 3.285 2.327 0.1561 -0.3920 -0.1892
H 4.966 1.533 1.979 1.0098 0.8440 0.2534
H 3.405 0.788 1.190 -0.6779 -0.3920 0.4208
H 2.062 1.029 2.372 0.3098 -0.6749 -0.6330
C -0.468 2.840 3.937 2.5505 0.4162 -3.4159
O -1.106 2.832 4.933 -3.6787 -0.3446 6.1627
N -0.066 1.820 3.305 0.3077 -4.2701 -2.3604
N 0.016 3.975 3.535 -0.2607 3.2669 0.4433
H 0.144 1.984 2.330 0.2320 -0.3941 -0.1324
H -0.270 0.880 3.614 -0.1301 -0.1077 -0.1483
H 0.860 3.960 2.981 1.1731 0.0018 -0.0302
H -0.082 4.621 4.305 0.0412 1.2716 -0.6196
C -0.805 -0.884 -3.638 2.1654 2.5731 -0.6351
O -1.512 0.116 -3.602 -0.9039 -0.5780 1.0959
N -1.167 -2.065 -4.079 -2.5367 -2.1173 -0.9697
N 0.541 -0.786 -3.425 0.3938 -0.1899 0.7571
H -0.651 -2.932 -4.128 0.1793 0.5255 0.1998
H -2.117 -2.053 -4.421 0.1007 -0.4397 -0.1838
H 1.157 -1.350 -3.993 0.1944 0.2386 0.6646
H 0.827 -0.129 -2.714 0.4463 -0.0043 -0.7691
C -1.934 4.329 -2.906 1.2976 2.9676 -0.3156
O -0.841 4.930 -2.861 -0.8539 -2.0498 0.5301
N -2.972 4.957 -3.445 -2.5034 0.9786 -1.1871
N -2.299 3.147 -2.411 1.7918 -1.8532 1.4868
H -2.946 5.948 -3.641 0.2661 -0.3714 0.0244
H -3.879 4.534 -3.310 0.0497 0.4515 -0.2104
H -1.518 2.693 -1.959 -0.4066 -0.4870 -0.0975
H -3.166 2.644 -2.540 0.3925 0.3815 -0.2193
C 1.155 -2.473 2.278 -0.1175 2.3563 3.3178
O 1.493 -1.638 3.105 0.0415 1.5525 1.3925
N 0.052 -3.115 2.294 -5.4324 -2.9347 0.8258
N 1.868 -2.755 1.285 4.8511 -0.2951 -5.2186
H -0.122 -3.818 1.591 -0.1232 0.0958 0.2812
H -0.576 -3.097 3.085 0.3357 0.0955 -0.1402
H 2.573 -2.045 1.151 0.2626 -0.5475 -0.3595
H 1.516 -3.258 0.482 0.1253 -0.0084 -0.0969

---

Entry 5:
42
Properties=species:S:1:pos:R:3:forces:R:3 method="wB97M-V/def2-TZVPD" molar_mass_g_mol=325.4 e_lumo_ha=-0.0140 fmax_ev_per_a=1.13 e_tot_ha=-1334.98111 homo_ev=-8.00 smiles=N#Cc1ccc(-c2ccccc2)nc1SCCN1CCOCC1 spin_multiplicity=1
N -4.076 0.546 -3.321 -0.1100 0.1078 -0.3163
C -3.655 0.195 -2.313 -0.2288 0.1573 -0.4626
C -3.155 -0.232 -1.068 0.3928 -0.3359 1.0037
C -4.002 -0.461 0.013 0.2382 0.0388 -0.0971
C -3.468 -0.865 1.223 0.1377 -0.0148 0.0132
C -2.084 -1.029 1.332 -0.5385 0.1487 -0.3493
C -1.428 -1.433 2.580 0.2024 -0.1445 0.4622
C -2.011 -1.202 3.825 0.0253 -0.0210 -0.1767
C -1.365 -1.593 4.982 -0.0068 -0.0240 0.1267
C -0.132 -2.220 4.917 0.0020 0.0076 0.0421
C 0.461 -2.446 3.685 0.0499 -0.0297 0.0495
C -0.179 -2.052 2.527 -0.1171 0.0395 -0.0551
N -1.279 -0.833 0.289 0.0548 -0.0705 0.1527
C -1.775 -0.451 -0.868 -0.1107 0.0304 -0.2029
S -0.671 -0.210 -2.202 0.1599 -0.0518 -0.2532
C 0.918 -0.650 -1.423 -0.3490 0.1754 0.1216
C 1.470 0.419 -0.462 -0.1248 -0.1599 0.0735
N 2.110 1.583 -0.998 0.0568 0.0548 -0.1788
C 1.311 2.582 -1.680 0.0700 0.0987 -0.2336
C 1.335 2.434 -3.207 -0.2279 0.0778 0.2561
O 2.660 2.411 -3.696 0.1155 0.1220 -0.0169
C 3.383 1.342 -3.131 0.1785 -0.1244 0.2554
C 3.420 1.448 -1.599 -0.0239 0.1130 -0.2607
H -5.067 -0.323 -0.106 -0.0488 0.0008 -0.0055
H -4.115 -1.065 2.060 -0.0486 -0.0193 0.0744
H -2.961 -0.693 3.895 -0.0893 0.0437 -0.0054
H -1.825 -1.405 5.941 -0.0291 0.0234 0.0686
H 0.367 -2.528 5.824 0.0399 -0.0193 0.0727
H 1.425 -2.930 3.630 0.0673 -0.0423 -0.0116
H 0.273 -2.224 1.563 0.0455 -0.0159 -0.0659
H 1.598 -0.840 -2.251 -0.0199 -0.0544 -0.0123
H 0.739 -1.576 -0.879 0.1089 -0.0461 -0.0622
H 2.204 -0.082 0.178 -0.0642 -0.0118 0.0555
H 0.650 0.752 0.181 0.1139 -0.1090 0.0055
H 0.283 2.537 -1.319 -0.0152 0.0402 0.0182
H 1.731 3.563 -1.426 -0.1081 0.0467 -0.0922
H 0.853 3.291 -3.680 -0.0614 -0.0647 0.0199
H 0.811 1.516 -3.514 0.0698 0.1459 -0.0133
H 4.393 1.407 -3.541 -0.0329 -0.0818 0.0287
H 2.934 0.386 -3.446 0.0543 0.0613 0.0092
H 3.929 0.581 -1.175 0.0565 -0.0016 0.0293
H 3.989 2.350 -1.341 0.1153 -0.0911 -0.0671

---

Entry 6:
18
Properties=species:S:1:pos:R:3:forces:R:3 method="wB97M-V/def2-TZVPD" molar_mass_g_mol=109.1 e_lumo_ha=0.0320 fmax_ev_per_a=0.92 e_tot_ha=-401.36392 homo_ev=-9.26 smiles="NCCC=O.O.O" spin_multiplicity=1
N 0.351 -0.125 -2.280 -0.3367 0.0230 0.0463
C 0.102 1.112 -1.543 0.2084 -0.2821 -0.0413
C 0.181 0.762 -0.060 -0.7388 0.4465 -0.1794
C -0.243 1.867 0.877 0.5105 -0.1449 -0.7563
O -0.672 1.648 1.978 -0.0493 0.0914 0.4895
H -0.301 -0.837 -1.963 0.2518 -0.1312 -0.0698
H 0.223 -0.011 -3.276 -0.0322 0.1169 -0.0403
H -0.861 1.596 -1.760 0.0134 -0.0364 -0.0300
H 0.899 1.798 -1.822 0.0064 0.3262 0.0853
H -0.527 -0.050 0.132 0.3618 -0.1119 0.0498
H 1.198 0.458 0.171 0.1012 -0.2622 0.1871
H -0.124 2.902 0.493 -0.1197 0.0386 0.1774
O -0.344 -1.362 2.485 0.1398 0.0396 0.0775
H -0.656 -1.564 3.374 0.0198 0.0528 -0.1326
H -0.104 -0.425 2.489 -0.2983 0.0615 0.0914
O 0.319 -2.402 -0.093 -0.1794 0.3373 -0.1288
H 0.013 -2.043 0.760 0.1947 -0.5472 -0.0524
H 0.546 -3.324 0.038 -0.0533 -0.0179 0.2267

---

Entry 7:
22
Properties=species:S:1:pos:R:3:forces:R:3 method="wB97M-V/def2-TZVPD" molar_mass_g_mol=140.2 e_lumo_ha=0.0288 fmax_ev_per_a=2.59 e_tot_ha=-458.61507 homo_ev=-8.47 smiles="C[C@H]1[C@@]2(C)CN[C@@]12C(N)=O" spin_multiplicity=1
C -1.423 0.641 1.744 -0.2287 0.0462 0.0797
C -0.467 -0.175 0.910 0.3361 0.3016 0.2390
C -0.620 -0.481 -0.551 0.3113 0.1869 -0.2101
C -0.551 -1.864 -1.123 -0.0920 -0.1054 -0.0852
C -1.145 0.743 -1.303 -0.3316 -0.0603 -0.2070
N -0.100 1.616 -0.696 0.0345 0.2942 -0.1012
C 0.508 0.445 -0.060 -0.7294 -1.1716 0.0963
C 1.974 0.245 -0.137 0.5990 0.0319 -2.5189
N 2.658 0.098 1.014 0.9372 0.0652 1.8655
O 2.556 0.281 -1.225 -0.8183 0.6761 0.9776
H -1.707 1.572 1.238 0.1238 -0.2305 0.0981
H -2.336 0.065 1.948 0.1702 0.1541 0.0062
H -0.963 0.906 2.706 -0.1218 -0.0397 -0.2378
H -0.051 -1.034 1.445 -0.0018 0.1430 -0.1722
H -1.557 -2.303 -1.190 0.2306 0.0451 0.0043
H -0.114 -1.854 -2.132 -0.0866 -0.0254 0.2472
H 0.059 -2.523 -0.489 -0.1231 0.1516 -0.1632
H -1.017 0.631 -2.388 -0.0172 0.0159 0.2379
H -2.178 1.056 -1.091 0.2539 -0.0285 -0.0536
H 0.531 1.982 -1.404 -0.1334 -0.1002 0.0346
H 2.422 -0.672 1.624 -0.0430 0.6476 0.2745
H 3.521 0.624 1.159 -0.2695 -0.9975 -0.4117

---

Entry 8:
4
Properties=species:S:1:pos:R:3:forces:R:3 method="wB97M-V/def2-TZVPD" molar_mass_g_mol=108.9 e_lumo_ha="-0.0561 / -0.0560" fmax_ev_per_a=9.83 e_tot_ha=-2683.96035 homo_ev="-10.27 / -10.27" smiles="[H]/N=N/Br" spin_multiplicity=1
H -1.306 -0.494 -0.788 0.4909 -0.3771 -0.5327
N -0.929 0.018 0.006 8.4938 -0.0498 0.1386
N 0.626 -0.153 -0.209 -9.7231 -0.6471 -1.2593
Br 1.609 0.628 0.991 0.7384 1.0740 1.6533